{
  "formula": "C6H8N2",
  "method": "the ωB97M-V functional and the def2-TZVPD basis",
  "homo_ha": -0.30169,
  "spin_multiplicity": 1,
  "de_lowest_kcal_mol": 60.3,
  "total_energy_ha": -342.837835,
  "orbital_gap_ev": 9.1,
  "species": ["C", "C", "C", "C", "C", "C", "H", "H", "H", "H", "H", "H", "H", "H", "N", "N"],
  "positions_angstrom": [[-0.63771, -0.57800, 1.59497], [0.58483, 0.19245, 1.44349], [0.41757, 0.80554, -0.00495], [0.61976, 1.48594, -1.87853], [-0.07418, -0.24430, -0.77784], [-0.71808, -1.30959, 0.06387], [-1.66900, 0.01788, 1.51595], [-0.64327, -1.31414, 2.46941], [0.90841, 1.07713, 2.30076], [1.64459, -0.34595, 1.62680], [0.95941, 2.11942, -2.73499], [-0.17058, -0.07052, -2.92249], [-0.40373, -2.52936, 0.08191], [-1.77188, -1.46953, -0.03377], [0.94398, 1.88183, -0.69777], [0.00987, 0.28121, -2.04681]]
}